No. 1
{"formula": "C16H16N4S", "method": "ωB97M-V with the def2-TZVPD basis set", "smiles": "Cc1ccc(NC(=S)Nc2ccc3cn[nH]c3c2)c(C)c1", "gap_ha": 0.3093, "lumo_ev": 0.502, "relative_energy_kj_mol": 0.00, "species": ["S", "N", "N", "N", "N", "C", "C", "C", "C", "C", "C", "C", "C", "C", "C", "C", "C", "C", "C", "C", "C", "H", "H", "H", "H", "H", "H", "H", "H", "H", "H", "H", "H", "H", "H", "H", "H"], "coordinates": [[-4.319, -1.257, 2.096], [3.142, -1.746, 1.680], [-2.761, 0.111, 0.513], [4.010, -1.740, 0.656], [-1.744, -1.566, 1.821], [0.648, -1.706, 1.936], [3.310, -1.736, -0.448], [-0.454, -1.717, -0.234], [-0.647, 1.179, 1.059], [1.965, 2.833, -1.109], [-2.850, -0.877, 1.435], [-0.506, -1.659, 1.174], [1.856, -1.738, 1.250], [0.501, 1.830, 0.659], [-1.472, 1.218, -1.210], [-1.620, 0.835, 0.126], [0.737, -1.745, -0.909], [-2.541, 0.903, -2.212], [0.694, 2.172, -0.674], [1.920, -1.735, -0.166], [-0.313, 1.879, -1.583], [2.789, 2.121, -1.058], [2.207, 3.669, -0.454], [-3.442, 1.483, -2.006], [0.765, -1.780, -1.987], [-2.205, 1.143, -3.217], [1.888, 3.198, -2.130], [-0.186, 2.162, -2.619], [-0.798, 0.935, 2.099], [1.258, 2.076, 1.389], [-3.656, 0.443, 0.179], [3.798, -1.733, -1.402], [3.486, -1.745, 2.626], [-1.385, -1.754, -0.778], [0.607, -1.691, 3.014], [-2.809, -0.152, -2.178], [-1.873, -2.111, 2.662]], "nbo_charge": [-0.255, -0.368, -0.630, -0.225, -0.615, -0.284, -0.039, -0.262, -0.230, -0.627, 0.289, 0.171, 0.197, -0.205, -0.033, 0.193, -0.144, -0.637, -0.011, -0.167, -0.206, 0.223, 0.219, 0.217, 0.220, 0.223, 0.214, 0.206, 0.221, 0.212, 0.425, 0.211, 0.408, 0.223, 0.218, 0.221, 0.427]}

***

No. 2
{"formula": "C19H11F9MoN3O5S4", "method": "ωB97M-V with the def2-TZVPD basis set", "charge": -1, "gap_ha": [0.2329, 0.2288], "multiplicity": 3, "lumo_ev": [1.805, 1.508], "relative_energy_kj_mol": 57.46, "species": ["Mo", "S", "S", "S", "S", "F", "F", "F", "F", "F", "F", "F", "F", "F", "O", "O", "O", "O", "O", "N", "N", "N", "C", "C", "C", "C", "C", "C", "C", "C", "C", "C", "C", "C", "C", "C", "C", "C", "C", "C", "C", "H", "H", "H", "H", "H", "H", "H", "H", "H", "H", "H"], "coordinates": [[-0.371, -0.126, 0.012], [0.664, 1.137, -1.809], [-0.464, 3.307, -3.530], [-2.499, 0.283, -1.189], [-3.249, 2.573, -2.974], [0.781, 4.294, 1.060], [-3.137, 3.269, 0.514], [0.824, 2.196, 2.944], [-1.150, 5.225, 1.430], [-0.313, 3.924, 3.571], [-0.782, 4.180, -0.421], [-1.144, 1.950, 3.802], [-2.966, 3.624, 2.650], [-3.067, 1.603, 1.891], [-1.312, -1.940, 0.894], [-2.544, 4.490, -4.647], [-0.521, 1.815, 0.725], [-0.946, -0.300, 2.191], [-1.739, -2.154, 3.029], [1.383, -0.898, 0.898], [-1.356, -1.496, 2.103], [0.157, -1.677, -1.274], [-2.167, 3.661, -3.852], [-0.411, 2.715, 2.984], [-0.546, 4.151, 0.888], [-0.325, -1.936, -2.642], [-0.735, 1.976, -2.426], [-1.582, -5.178, -4.167], [3.048, -1.771, 2.137], [1.713, -2.147, 0.393], [-2.005, 1.632, -2.173], [-2.485, -5.621, -3.210], [-1.011, 2.785, 1.518], [-1.972, -3.696, -1.851], [-2.575, 2.812, 1.642], [-0.876, -3.998, -3.963], [-2.675, -4.876, -2.052], [1.051, -2.497, -0.798], [2.749, -2.704, 1.142], [-1.065, -3.245, -2.808], [2.185, -0.682, 1.950], [-0.976, -1.114, -2.921], [-0.165, -3.657, -4.710], [-3.035, -6.541, -3.365], [-1.422, -5.752, -5.072], [2.113, 0.232, 2.522], [-3.377, -5.214, -1.298], [0.528, -1.908, -3.320], [3.207, -3.671, 0.981], [1.330, -3.384, -1.362], [-2.125, -3.125, -0.945], [3.801, -1.859, 2.907]], "nbo_charge": [1.169, 0.003, 0.329, -0.107, 0.335, -0.322, -0.313, -0.319, -0.326, -0.326, -0.306, -0.313, -0.329, -0.303, -0.482, -0.590, -0.743, -0.426, -0.352, -0.530, 0.732, -0.483, 0.187, 0.966, 0.973, -0.250, -0.393, -0.216, -0.331, -0.027, -0.396, -0.225, 0.050, -0.149, 0.960, -0.208, -0.221, 0.184, -0.221, -0.057, 0.013, 0.255, 0.206, 0.206, 0.206, 0.222, 0.211, 0.202, 0.214, 0.197, 0.229, 0.215]}

***

No. 3
{"formula": "C5H5N", "method": "ωB97M-V with the def2-TZVPD basis set", "smiles": "C1=NCC2=C1C2", "gap_ha": [0.2874, 0.3069], "lumo_ev": [-0.641, -0.243], "relative_energy_kj_mol": 710.75, "species": ["N", "C", "C", "C", "C", "C", "H", "H", "H", "H", "H"], "coordinates": [[-0.904, 0.259, -1.407], [-0.266, -0.622, 0.850], [1.142, -0.158, 1.160], [0.376, 0.407, -1.448], [1.084, -0.049, -0.286], [-1.307, -0.094, -0.059], [0.740, 0.645, -2.494], [1.265, 0.800, 1.869], [-1.647, 0.750, 0.368], [1.672, -1.002, 1.608], [-2.156, -0.937, -0.161]], "nbo_charge": [-0.367, 0.077, -0.477, -0.049, 0.027, -0.377, 0.236, 0.194, 0.252, 0.239, 0.246]}

***

No. 4
{"formula": "C47H117N14O37P3", "method": "ωB97M-V with the def2-TZVPD basis set", "gap_ha": 0.3118, "lumo_ev": -0.003, "species": ["P", "P", "P", "O", "O", "O", "O", "O", "O", "O", "O", "O", "O", "O", "O", "O", "O", "O", "O", "O", "O", "O", "O", "O", "O", "O", "O", "O", "O", "O", "O", "O", "O", "O", "O", "O", "O", "O", "O", "O", "N", "N", "N", "N", "N", "N", "N", "N", "N", "N", "N", "N", "N", "N", "C", "C", "C", "C", "C", "C", "C", "C", "C", "C", "C", "C", "C", "C", "C", "C", "C", "C", "C", "C", "C", "C", "C", "C", "C", "C", "C", "C", "C", "C", "C", "C", "C", "C", "C", "C", "C", "C", "C", "C", "C", "C", "C", "C", "C", "C", "C", "H", "H", "H", "H", "H", "H", "H", "H", "H", "H", "H", "H", "H", "H", "H", "H", "H", "H", "H", "H", "H", "H", "H", "H", "H", "H", "H", "H", "H", "H", "H", "H", "H", "H", "H", "H", "H", "H", "H", "H", "H", "H", "H", "H", "H", "H", "H", "H", "H", "H", "H", "H", "H", "H", "H", "H", "H", "H", "H", "H", "H", "H", "H", "H", "H", "H", "H", "H", "H", "H", "H", "H", "H", "H", "H", "H", "H", "H", "H", "H", "H", "H", "H", "H", "H", "H", "H", "H", "H", "H", "H", "H", "H", "H", "H", "H", "H", "H", "H", "H", "H", "H", "H", "H", "H", "H", "H", "H", "H", "H", "H", "H", "H", "H", "H", "H", "H"], "coordinates": [[1.574, -3.777, 2.912], [-0.092, 2.397, -7.362], [-5.698, 0.553, -6.136], [1.007, 1.592, 1.112], [-5.468, 0.649, -7.762], [-3.474, 1.190, -1.145], [-0.873, 1.410, -6.564], [0.357, 2.122, 3.887], [-4.992, 1.956, -5.570], [0.703, -0.584, -3.871], [-0.077, 3.832, -6.747], [1.497, 2.083, -7.442], [-3.283, -0.967, 3.817], [-1.724, -2.192, -8.062], [-1.195, 6.981, -0.850], [-7.249, 0.763, -6.064], [0.329, 3.544, 0.703], [-2.622, 3.058, 2.080], [-1.278, -0.522, 3.064], [5.157, -0.794, -2.728], [0.167, -1.808, -7.132], [1.579, 2.139, -2.052], [4.320, 4.720, -0.609], [-5.151, -0.679, -5.551], [-0.572, 2.571, -8.838], [3.226, 4.755, 1.252], [2.478, 1.941, 4.198], [-0.159, -4.538, -0.808], [2.124, 4.026, -2.774], [2.480, -0.778, -5.152], [5.160, -0.980, 4.566], [0.412, -3.838, 1.981], [5.714, 0.446, 2.980], [2.822, -4.415, 2.200], [-4.817, -0.357, -1.853], [-0.721, 5.076, -1.711], [2.009, -2.397, 3.475], [-2.019, 4.646, 3.367], [1.318, -4.606, 4.249], [-4.039, 0.462, 7.568], [-2.065, -1.085, 3.772], [0.244, 2.372, 0.565], [3.839, 4.183, 0.383], [2.140, 2.832, -2.856], [5.382, -0.764, -1.371], [-2.571, 4.214, 2.378], [-1.609, -4.498, -0.492], [5.402, 0.126, 4.135], [1.530, -1.227, -4.511], [-0.361, 6.147, -1.236], [1.446, 2.583, 4.086], [-4.330, 0.334, -0.964], [-1.037, -1.904, -7.104], [-3.650, 1.846, 7.845], [1.506, 4.062, 4.175], [1.905, 0.894, -8.017], [-2.095, 3.524, 7.135], [-3.072, 1.946, 5.482], [7.229, 0.662, -1.795], [-3.750, -3.669, -1.388], [-1.998, -5.938, -0.338], [-7.813, 1.994, -6.706], [-4.249, 1.826, -4.337], [-2.627, 0.964, 10.004], [-3.139, 5.263, 1.499], [4.082, -4.496, 2.936], [1.432, -2.775, -4.486], [-0.833, 1.651, -0.277], [0.000, 4.121, -5.394], [-3.487, 1.950, 9.273], [0.557, -5.808, 4.305], [0.007, 3.606, -9.827], [-2.957, 3.363, 9.441], [-4.308, -5.078, -1.142], [-1.727, -2.302, -1.551], [1.007, 6.362, -0.829], [-1.814, -1.422, -5.866], [-2.544, 2.068, 6.832], [7.089, -0.682, 0.312], [1.868, -1.222, 2.599], [6.471, -1.939, 1.036], [4.656, -3.226, -1.382], [2.949, 2.146, -4.065], [-2.275, -3.697, -1.690], [-4.214, 0.194, -8.187], [3.201, -1.307, -0.931], [-3.523, -5.843, -0.063], [-1.891, -4.177, -3.095], [-1.342, -6.517, 0.898], [-4.857, 1.835, 9.887], [-1.534, -2.190, 4.590], [-1.785, 3.689, 8.567], [-1.264, 1.094, 6.927], [6.810, -0.690, -1.169], [-1.822, -6.811, -1.551], [7.655, -1.722, -1.946], [4.632, -1.800, -0.741], [4.128, 2.689, 0.539], [5.244, 1.263, 5.102], [-4.781, 0.149, 0.487], [4.972, -1.771, 0.742], [-3.933, -3.053, -0.491], [2.276, -3.100, -5.161], [4.600, -0.799, 1.072], [-2.858, -0.052, 9.766], [-3.786, 0.867, -4.167], [3.168, -0.277, -0.694], [-5.367, -4.985, -0.845], [-4.836, 2.012, 10.978], [-2.793, 3.526, 10.549], [-3.830, 3.975, 9.210], [0.363, 4.489, -9.309], [6.652, 1.447, -1.312], [-3.196, 0.915, 5.182], [4.860, 2.727, 1.358], [-3.720, -5.299, 0.882], [-1.912, -7.836, -1.313], [-1.479, 2.361, -0.833], [6.714, 0.218, 0.826], [8.173, -0.660, 0.467], [-1.811, -1.976, -0.524], [3.382, 2.935, -4.644], [-1.011, 2.967, 8.806], [0.925, 4.586, -5.109], [-5.180, 0.800, 9.743], [-2.224, -2.669, 5.230], [-4.876, -0.954, 0.657], [-0.442, -5.674, 3.853], [4.219, 1.258, 5.424], [4.498, -3.495, 3.134], [2.286, 1.511, -4.618], [5.689, -3.609, -1.351], [-1.030, -2.866, 3.853], [3.746, 1.601, -3.566], [3.316, 2.064, 0.806], [8.712, -1.512, -2.116], [3.907, -5.006, 3.922], [6.585, -1.765, 2.119], [2.878, -0.936, 2.231], [1.725, 5.953, -1.549], [-4.968, 0.443, 7.256], [-8.869, 1.878, -6.635], [-7.496, 2.847, -6.125], [1.064, 5.856, 0.130], [1.120, 7.436, -0.745], [-0.821, 3.889, -10.507], [2.932, -1.327, -1.937], [-0.873, 4.634, -4.965], [-4.357, -3.207, -2.174], [2.450, 4.377, 3.704], [-2.525, -4.912, -3.575], [-2.907, 4.151, 6.726], [-4.128, 5.507, 1.854], [1.537, -3.060, -3.447], [1.145, 0.502, -8.700], [-1.785, -0.374, -5.997], [-3.440, 0.748, -7.644], [-0.679, -2.185, -1.828], [-1.346, -5.771, 1.631], [8.278, 0.815, -1.635], [-4.113, 0.263, -9.285], [7.587, -2.718, -1.479], [2.518, -1.908, -0.425], [-1.699, -3.319, -3.717], [3.918, -3.915, -0.959], [5.485, 2.179, 4.609], [-1.503, 0.189, 7.442], [4.717, -5.025, 2.209], [4.251, -3.099, -2.399], [4.320, -2.569, 1.143], [-4.025, 2.470, 5.443], [-0.279, 0.973, -0.926], [6.738, -2.972, 0.818], [7.204, -1.778, -2.983], [-1.455, 4.733, 8.727], [1.408, -0.401, 3.124], [0.269, -4.287, 0.015], [-7.482, 2.068, -7.741], [-0.679, 0.897, 6.025], [0.600, -6.126, 5.357], [-2.533, 6.186, 1.540], [-2.675, 1.054, 11.078], [-0.692, -1.727, 5.118], [5.301, -1.703, -3.020], [-4.392, -5.672, -2.041], [-2.813, -1.807, -5.829], [1.570, 4.390, 5.272], [4.620, 2.351, -0.356], [-4.119, -0.870, -7.990], [-0.489, 1.602, 7.533], [-0.792, -6.728, -2.039], [-5.567, 2.515, 9.385], [1.232, -1.510, 1.739], [5.832, 1.086, 5.947], [-3.980, -6.869, -0.049], [-1.962, -7.346, 1.276], [2.065, 0.194, -7.208], [-2.358, 2.427, 4.750], [-0.360, -6.884, 0.617], [-1.209, 3.678, 6.521], [-2.311, -1.624, -2.200], [-1.543, 0.939, 9.809], [-4.880, 1.978, -3.433], [0.504, -3.116, -4.974], [0.099, 3.169, -4.821], [-3.961, 0.577, 1.070], [-3.195, 4.838, 0.494], [-0.930, -4.638, -2.957], [1.037, -6.500, 3.565], [-2.501, -6.585, -2.385], [-1.382, 1.078, 0.460], [-1.205, -1.687, -5.021], [0.645, 4.436, 3.581], [-5.749, 0.689, 0.704], [-3.438, 2.558, -4.359], [2.728, 1.190, -8.615], [0.804, 3.051, -10.402], [7.112, 0.607, -2.872]], "mulliken_charge": [0.383, 0.400, 1.189, 0.090, -0.445, -0.274, 0.231, -0.265, -0.408, -0.138, -0.439, -0.312, -0.651, -0.650, -0.589, -0.428, -0.380, -0.405, 0.017, -0.403, -0.610, -0.190, -0.582, -0.655, -0.401, -0.577, -0.459, -0.304, -0.513, -0.701, -0.570, 0.130, -0.420, -0.330, -0.498, -0.337, -0.456, -0.533, -0.425, -0.534, 0.810, 0.628, 1.061, 0.696, 0.999, 0.982, 0.451, 0.977, 0.863, 0.792, 0.782, 0.786, 1.080, 0.094, -0.880, -0.332, -0.940, -1.618, -1.937, -0.723, 2.118, -0.628, -0.258, -1.811, -1.029, -0.631, -0.898, -0.757, -0.345, 1.848, -0.623, -0.658, -1.232, -1.028, -2.206, -0.324, 1.171, 2.052, -1.472, 1.136, -0.831, -1.814, -0.495, 2.700, -0.286, -1.932, -1.152, -1.039, -2.070, -2.036, -0.813, -0.475, -1.159, 1.403, -1.835, -1.611, 2.225, -0.079, -0.927, -0.611, 0.246, -0.012, 0.377, -0.439, 0.440, -0.006, 0.428, 0.452, 0.386, 0.358, 0.410, 0.320, 0.223, 0.159, 0.397, 0.278, 0.523, 0.278, 0.268, 0.498, 0.679, 0.277, 0.267, 0.371, 0.433, 0.432, 0.233, 0.212, 0.246, 0.163, 0.061, 0.339, -0.026, 0.078, -0.294, 0.474, 0.265, 0.500, -0.597, 0.076, 0.319, 0.244, 0.259, 0.083, 0.371, 0.223, -0.027, 0.292, 0.330, 0.357, 0.322, 0.446, 0.333, 0.226, 0.385, -0.160, -0.011, -0.103, 0.150, 0.459, 0.308, 0.262, 0.485, -0.373, 0.292, 0.314, 0.421, 0.262, 0.465, -0.688, 0.682, 0.242, 0.536, 0.239, 0.375, -0.331, 0.259, 0.297, -0.059, 0.289, 0.322, 0.460, 0.270, 0.296, 0.381, 0.332, 0.311, 0.016, 0.265, 0.198, 0.179, 0.412, 0.147, 0.370, 0.404, 0.500, -0.231, -0.137, 0.417, -0.145, 0.186, 0.317, 0.251, 0.237, -0.138, 0.109, 0.343, 0.416, 0.281, 0.309, 0.059, -1.146, 0.124, 0.277, 0.298, 0.333, 0.251, 0.461]}

***

no.,M (g/mol)
1,296.4
2,756.5
3,79.1
4,1563.4